Here is C24H24AgCl2NO2 as an isolated structure from the OMol25 dataset. Energies are from the ωB97M-V functional and the def2-TZVPD basis.

CARTESIAN COORDINATES (ANGSTROEM)
Ag -0.01743 0.56941 -1.10933
C 0.06623 3.72946 -4.90137
C 0.64768 3.04897 -3.65812
C 1.82261 3.84678 -3.10270
C -0.45122 2.81132 -2.64152
C -1.25028 1.65617 -2.75907
C -2.28151 1.40913 -1.84532
C -2.58531 2.32969 -0.83339
C -3.69549 2.04766 0.13879
C -1.82454 3.48570 -0.76067
C -0.76489 3.71443 -1.63452
H 0.83179 3.84629 -5.66972
H -0.31563 4.72096 -4.64786
H -0.75657 3.15141 -5.32440
H 1.02232 2.06460 -3.95443
H 1.54032 4.87884 -2.88540
H 2.62866 3.88122 -3.83610
H 2.21417 3.39879 -2.18824
H -1.10173 0.98831 -3.60124
H -2.88929 0.51864 -1.95898
H -3.38592 1.29031 0.86137
H -4.58161 1.66837 -0.37054
H -3.97417 2.94431 0.69027
H -2.04502 4.21787 0.00680
H -0.17889 4.61738 -1.52432
Cl -1.79381 -2.56046 1.81166
C -0.87289 -1.52569 2.86004
C -1.36968 -0.25914 3.10096
C -0.70119 0.61166 3.94237
C 0.47268 0.19794 4.54660
C 0.95864 -1.06845 4.28991
Cl 2.44907 -1.54729 5.06302
C 0.31997 -1.97935 3.43493
N 0.82654 -3.25938 3.26415
C 0.93257 -3.93266 2.00010
C 0.33775 -5.18704 1.89956
C 0.42544 -5.92198 0.73274
C 1.11068 -5.39477 -0.35469
C 1.71549 -4.15573 -0.25144
C 1.65259 -3.40978 0.92633
C 2.37099 -2.07929 0.98204
C 1.61835 -1.04448 0.15585
O 1.68083 -1.11018 -1.09368
O 0.92248 -0.18394 0.76968
H -2.29842 0.02788 2.62830
H -1.09267 1.60186 4.12991
H 1.02429 0.84880 5.21020
H 1.61963 -3.43256 3.86399
H -0.21200 -5.55910 2.75425
H -0.04471 -6.89458 0.66685
H 1.18106 -5.95366 -1.27913
H 2.25073 -3.73553 -1.09370
H 3.36192 -2.20206 0.54473
H 2.47940 -1.72702 2.00447

The net charge is 0. The HOMO energy comes out at -7.94 eV. The value obtained for the HOMO-LUMO gap is 0.30837 Eh. The calculation puts the LUMO energy at 0.45 eV. The molecular weight comes out at 537.2 g mol⁻¹. The multiplicity is 1.

Here is C24H24AuNOPSe3Te as an isolated structure at a distorted geometry from the OMol25 dataset. Energies are from the ωB97M-V functional and the def2-TZVPD basis.

CARTESIAN COORDINATES (ANGSTROEM)
Au -0.90077 0.65099 -1.67989
C 3.72079 0.95092 -2.50337
C 2.64169 0.46268 -3.53051
C 1.73322 1.68441 -3.85754
C 1.84771 -0.70615 -2.93800
C 2.73190 -1.84695 -2.47461
O 2.90390 -1.58847 -1.07215
C 1.93968 -0.73954 -0.77461
N 1.21018 -0.30326 -1.73104
C 1.88054 -0.41375 0.65340
C 3.12348 -0.49040 1.31098
C 3.18759 -0.31150 2.67305
C 2.01619 -0.02615 3.39659
C 0.79971 0.15047 2.74697
C 0.73910 -0.05617 1.37390
P -0.94310 0.00864 0.52549
C -1.92513 1.08684 1.52399
C -3.07797 0.64729 2.16935
C -3.91005 1.55538 2.85358
C -3.62043 2.88617 2.82948
C -2.49876 3.26491 2.18984
C -1.61203 2.46106 1.55097
C -1.47787 -1.69930 0.81812
C -2.12702 -2.37023 -0.23139
C -2.49723 -3.68969 -0.07032
C -2.40127 -4.27144 1.18089
C -1.76632 -3.61643 2.23891
C -1.28037 -2.32959 2.04359
H 4.38894 1.76879 -2.88197
H 4.42965 0.17881 -2.14193
H 3.21705 1.40658 -1.63391
H 3.15821 0.15529 -4.45435
H 1.14100 2.02399 -2.97660
H 0.96612 1.44888 -4.63573
H 2.33200 2.51276 -4.21284
H 1.10784 -1.02224 -3.69495
H 3.73670 -1.73691 -2.92989
H 2.29373 -2.85747 -2.55212
H 3.96310 -0.82619 0.75334
H 4.06149 -0.50143 3.24976
H 2.08457 0.02857 4.46667
H -0.07289 0.44408 3.27385
H -3.29233 -0.42173 2.06659
H -4.75354 1.17070 3.45206
H -4.26893 3.61314 3.31900
H -2.25350 4.33375 2.17356
H -0.80376 2.92605 0.98615
H -2.31431 -1.83096 -1.19274
H -2.95736 -4.24073 -0.94773
H -2.77414 -5.28973 1.28293
H -1.80911 -4.02402 3.22864
H -0.81258 -1.84723 2.89159
Se -3.03244 0.75573 -2.85285
Se -4.38356 2.30552 -1.84632
Te -3.04493 4.43827 -1.71384
Se -0.74439 3.73697 -1.69206

The net charge is +1. The HOMO energy (spin up / spin down) comes out at -10.50 / -10.91 eV. The value obtained for the HOMO-LUMO gap (spin up / spin down) is 0.26917 / 0.20963 Eh. The calculation puts the LUMO energy (spin up / spin down) at -3.18 / -5.21 eV. The molecular weight comes out at 934.9 g mol⁻¹. The multiplicity is 3.

Here is C24H24B2Br2F4N5O4W as an isolated structure at a distorted geometry from the OMol25 dataset. Energies are from the ωB97M-V functional and the def2-TZVPD basis.

CARTESIAN COORDINATES (ANGSTROEM)
W -0.04227 -0.34574 0.14151
C 0.35186 -4.60302 1.73519
C 0.09375 -3.17632 1.50266
N 0.14439 -2.58887 0.31621
O 0.41478 -3.37364 -0.75284
B 1.89240 -3.28034 -1.13633
F 2.13836 -4.10120 -2.13852
F 2.62350 -3.38084 0.00198
O 2.04569 -1.85001 -1.65150
N 1.90693 -0.84142 -0.76247
C 2.96825 -0.04946 -0.65060
C 4.27015 -0.33466 -1.27907
C 2.68870 1.06801 0.20262
N 1.38761 1.14153 0.48181
O 1.07375 1.85856 1.64725
B 0.94847 0.87097 2.68708
F 0.92515 1.26281 3.93088
F 1.72659 -0.26552 2.35964
O -0.54691 0.21770 2.26504
N -0.46822 -1.07705 1.89424
C -0.21715 -2.18773 2.54520
C -0.20668 -2.39110 3.99678
C 3.73104 1.92385 0.77712
H 0.67012 -5.08803 0.81189
H -0.53138 -5.12218 2.11436
H 1.13516 -4.72230 2.48653
H 4.20787 -1.21545 -1.91615
H 5.02426 -0.53086 -0.51335
H 4.62482 0.51359 -1.86161
H -0.53024 -1.48942 4.51580
H 0.80784 -2.63956 4.32705
H -0.82949 -3.23933 4.29360
H 4.63342 1.90559 0.17195
H 4.00114 1.55028 1.77251
H 3.37838 2.94297 0.92864
C 0.56478 -1.21112 -4.14310
C 0.78792 0.11336 -4.47664
C 0.32564 1.13219 -3.65969
C -0.32882 0.83842 -2.45678
C -0.39627 -0.51379 -2.01420
C -0.05229 -1.51200 -2.92811
C -1.09320 1.84684 -1.70306
C -1.81934 2.80649 -2.42103
C -2.67943 3.63861 -1.75104
C -2.73163 3.56873 -0.34949
C -3.54838 4.46868 0.37336
C -3.52455 4.50962 1.75097
C -2.69664 3.61703 2.43697
C -1.91950 2.69940 1.75784
C -1.91777 2.61376 0.34210
N -1.16484 1.68862 -0.36208
H 0.84991 -2.02476 -4.79288
H 1.25033 0.35059 -5.42696
H 0.47183 2.16593 -3.93867
H -0.22606 -2.56411 -2.71723
H -1.73128 2.84634 -3.49374
H -3.29447 4.35229 -2.27926
H -4.17974 5.14576 -0.18416
H -4.11252 5.23289 2.29654
H -2.63896 3.65261 3.51563
H -1.26519 2.08860 2.35162
Br -2.69953 -2.76471 -1.16888
C -4.09303 -1.84643 -0.20580
Br -3.19159 -0.39935 0.77930
H -4.57764 -2.50319 0.51637
H -4.80977 -1.39911 -0.89298

The net charge is +3. The HOMO energy (spin up / spin down) comes out at -17.05 / -17.28 eV. The value obtained for the HOMO-LUMO gap (spin up / spin down) is 0.22084 / 0.15603 Eh. The calculation puts the LUMO energy (spin up / spin down) at -11.04 / -13.04 eV. The molecular weight comes out at 887.8 g mol⁻¹. The multiplicity is 3.

Here is C24H24Cl3F8N4O3S2SeSiTc as an isolated structure at a distorted geometry from the OMol25 dataset. Energies are from the ωB97M-V functional and the def2-TZVPD basis.

CARTESIAN COORDINATES (ANGSTROEM)
Tc 0.44394 -0.32803 -0.20161
C 2.16078 -1.33421 2.21300
C 0.92779 -2.21812 2.31670
N -0.22440 -1.73297 1.50622
C -1.01501 -2.87944 1.04357
C -0.25868 -3.66949 -0.02549
S 0.86086 -2.64197 -1.03550
C 2.51206 -3.05682 -0.39238
C 3.24664 -1.80206 0.03493
N 2.40518 -0.88750 0.82102
H 3.03336 -1.85958 2.61180
H 2.02700 -0.44374 2.81973
H 0.64343 -2.31258 3.36656
H 1.15638 -3.22773 1.98218
H -0.80094 -1.12561 2.08673
H -1.95191 -2.50790 0.63855
H -1.27396 -3.55287 1.86664
H -0.95761 -4.15670 -0.70431
H 0.35707 -4.46843 0.38570
H 3.07095 -3.54935 -1.18674
H 2.39630 -3.78267 0.40958
H 3.57946 -1.26996 -0.85227
H 4.14541 -2.07744 0.59525
H 2.89240 0.00305 0.88180
Cl 1.02280 3.35798 -1.42053
Si -0.28308 1.75718 -1.19401
Cl -2.04881 2.73112 -0.75132
Cl -0.70409 1.41249 -3.27535
F -1.03929 6.99823 2.61115
C -0.70251 5.73725 2.38906
C -1.64792 4.73196 2.52486
F -2.89476 5.03274 2.87438
C -1.28282 3.42200 2.28961
F -2.21617 2.47458 2.44267
C 0.00286 3.07680 1.89463
Se 0.52587 1.25091 1.74903
C 0.93869 4.09690 1.81039
F 2.21232 3.81801 1.51763
C 0.59869 5.41798 2.03837
F 1.51465 6.37553 1.93357
F 6.23839 1.12452 -3.81754
C 5.08499 0.92798 -4.46461
F 4.83617 2.01446 -5.20127
F 5.24958 -0.10473 -5.29881
C 3.95372 0.67142 -3.49683
C 3.96341 1.24669 -2.23778
C 2.89605 1.01119 -1.39723
N 1.85678 0.22309 -1.73120
C 1.84863 -0.29932 -2.96726
C 2.87163 -0.10562 -3.87385
H 4.77500 1.88234 -1.91369
H 2.84358 1.47794 -0.42222
H 0.98667 -0.89206 -3.23280
H 2.81683 -0.55623 -4.85427
N -1.57687 -0.82094 -1.22392
C -2.85596 -0.83803 -0.50971
C -3.89732 -1.61602 -1.00104
C -5.09695 -1.66741 -0.31120
C -5.24233 -0.93374 0.85786
C -4.19989 -0.16535 1.34743
C -2.99517 -0.11608 0.66327
S -6.77397 -0.99842 1.74886
O -7.63749 0.16287 1.31254
O -7.47781 -2.15354 1.26853
O -6.45340 -0.77833 3.12507
H -1.48454 -1.72083 -1.69347
H -1.71780 -0.18972 -2.02132
H -3.77968 -2.17648 -1.92144
H -5.91674 -2.27314 -0.67193
H -4.31778 0.38831 2.27014
H -2.17066 0.46566 1.05391

The net charge is +1. The HOMO energy (spin up / spin down) comes out at -10.74 / -10.74 eV. The value obtained for the HOMO-LUMO gap (spin up / spin down) is 0.27179 / 0.17961 Eh. The calculation puts the LUMO energy (spin up / spin down) at -3.35 / -5.85 eV. For the relative energy (zero: lowest compared OMol25 entry of this formula, charge and spin), the calculation gives 60.24 kJ/mol. The molecular weight comes out at 944.0 g mol⁻¹. The multiplicity is 2.

Q: Among the records above, which one has the lowest net charge?
A: C24H24AgCl2NO2